[1]
91
Properties=species:S:1:pos:R:3:forces:R:3:mulliken_charge:R:1 method="wB97M-V/def2-TZVPD" orbital_gap_ev=5.47 total_charge=+4
Zr -0.07114 -0.22643 -0.38426 0.4 -0.9 2.8 -3.43
C 1.71732 -0.16200 -1.57390 10.0 0.6 -4.8 0.27
O 2.81106 -0.13210 -2.02830 -6.9 -0.2 2.9 -0.10
C -2.16383 0.36373 -0.29237 -9.5 2.1 0.3 0.72
O -3.31847 0.58549 -0.23603 6.9 -1.3 -0.3 -0.14
P -0.21887 2.19530 -1.65437 -0.3 2.0 -1.8 1.96
C -0.57676 2.13372 -3.46741 -0.2 -0.5 -0.1 0.15
H -0.78442 3.18140 -3.72161 0.0 -0.3 0.3 0.46
C -1.59998 3.34455 -1.11586 -0.6 -0.3 0.7 0.46
H -2.48538 2.69714 -1.21661 0.1 0.3 -0.1 0.28
C 1.39670 3.13695 -1.71451 0.7 -0.4 0.4 0.68
H 2.06465 2.39655 -2.18753 -0.1 0.3 0.0 0.53
C 1.15251 -3.91244 0.71126 0.9 0.2 0.4 0.47
P -0.26027 -2.84093 0.22946 -0.7 -1.7 -0.8 1.01
H -1.07128 -4.25604 -1.55506 0.1 0.4 -0.2 0.87
H 1.94116 -3.64723 -0.01352 -0.2 -0.1 0.1 0.64
C -1.80648 -3.61888 0.93105 -0.5 0.2 0.5 0.34
H -1.61691 -4.69167 0.76725 0.0 0.3 -0.1 0.69
C -1.47038 3.71751 0.35849 -0.1 0.3 0.2 -0.95
H -2.29556 4.39542 0.62769 0.3 -0.2 0.0 0.50
H -0.52822 4.23894 0.58077 -0.5 -0.1 -0.1 0.23
H -1.55326 2.84181 1.01244 0.1 0.0 0.0 -0.02
C -1.83893 4.59487 -1.97442 0.2 0.0 -0.2 -1.65
H -1.01849 5.31522 -1.88044 -0.4 -0.2 -0.1 0.35
H -2.75102 5.07895 -1.59671 0.2 -0.2 0.0 0.52
H -2.01473 4.36311 -3.03107 0.0 0.2 0.3 0.41
C 1.37993 4.39884 -2.59077 -0.2 0.3 0.0 -1.74
H 0.92652 4.25861 -3.57817 0.1 0.2 0.4 0.41
H 2.42777 4.69462 -2.75247 -0.2 -0.1 0.1 0.47
H 0.88379 5.23424 -2.08059 0.3 -0.3 -0.2 0.40
C 1.97011 3.44654 -0.33350 0.3 0.3 0.1 -1.04
H 2.93546 3.95705 -0.47405 -0.3 -0.1 0.1 0.61
H 2.17149 2.54111 0.25849 -0.1 0.1 -0.1 -0.22
H 1.32386 4.11602 0.25154 0.4 -0.2 -0.2 0.27
C 0.65341 1.71640 -4.27379 0.3 0.0 -0.3 -1.57
H 1.26768 2.58215 -4.56044 -0.3 -0.4 0.0 0.29
H 0.31808 1.21679 -5.19060 0.3 0.1 0.1 0.41
H 1.31487 1.03626 -3.72359 -0.1 0.2 -0.4 0.38
C -1.85649 1.33654 -3.75385 -0.2 0.1 -0.2 -1.46
H -1.79716 0.28071 -3.45038 0.0 0.2 -0.1 0.18
H -2.04088 1.34863 -4.84004 -0.1 0.0 0.4 0.48
H -2.73349 1.77506 -3.25187 0.2 -0.1 -0.3 0.32
C 0.82929 -5.40665 0.57129 -0.2 0.0 0.0 -1.71
H 0.39153 -5.64462 -0.40738 0.1 -0.1 0.3 0.41
H 0.14757 -5.73839 1.36822 0.2 0.0 -0.3 0.45
H 1.76457 -5.97708 0.67606 -0.3 0.2 -0.1 0.49
C 1.67501 -3.56918 2.10684 0.2 -0.1 0.3 -1.11
H 0.91972 -3.74714 2.88533 0.3 0.0 -0.2 0.25
C -1.36369 -2.14959 -2.12040 -0.1 -0.2 0.2 -0.72
H 2.00503 -2.52315 2.17050 -0.1 -0.3 0.0 -0.07
H 2.54515 -4.20372 2.33450 -0.3 0.2 0.0 0.55
C 0.78444 -3.43426 -2.36911 -0.3 -0.3 -0.1 -1.60
H -0.76183 -1.17809 -2.09265 -0.6 -0.7 -0.7 -0.42
H -1.59144 -2.29524 -3.18527 0.1 0.4 0.1 0.71
H -2.30592 -1.98537 -1.58615 0.1 -0.1 -0.1 0.17
C -0.51178 -3.30598 -1.56612 0.0 0.7 0.2 0.25
H 0.51918 -3.48515 -3.43431 0.3 -0.1 0.2 0.51
H 1.35005 -4.33349 -2.09484 -0.1 0.3 -0.2 0.39
H 1.43631 -2.55429 -2.23771 0.0 -0.2 0.0 0.29
C -3.11652 -3.24216 0.22434 0.1 -0.2 -0.2 -1.68
H -3.30621 -2.15826 0.26265 -0.1 -0.3 0.0 0.33
H -3.94564 -3.73971 0.74666 0.2 0.2 -0.1 0.52
H -3.14043 -3.59412 -0.81237 -0.2 0.1 0.2 0.40
C -1.96801 -3.35663 2.42498 0.0 0.0 0.3 -1.38
H -2.10246 -2.28425 2.62022 -0.1 -0.3 0.0 0.36
H -1.13110 -3.72562 3.02837 -0.2 0.1 -0.1 0.23
H -2.87830 -3.87217 2.76362 0.3 0.1 0.0 0.53
H 0.54441 -0.81507 -3.40027 -0.3 -0.1 -0.7 -0.15
H -0.04470 -0.72492 -3.86088 0.6 -0.1 0.1 0.45
C -0.54515 2.58376 3.51416 -0.4 0.3 0.1 -1.57
C 0.74402 2.15274 2.81370 -0.2 0.9 -0.6 -0.04
P 0.70622 0.51061 2.00001 0.6 0.4 2.4 1.69
C 2.52419 0.10973 1.97948 0.2 0.0 -1.1 -0.93
C 3.17520 -0.20815 3.32296 0.2 -0.2 0.5 -1.38
C -0.08162 -0.54734 3.28239 -0.6 -0.8 -0.4 -0.13
C 0.22101 -0.29167 4.75793 0.5 0.1 0.4 -1.63
H -1.11557 3.29437 2.90370 0.2 -0.3 0.3 0.38
H -0.28718 3.10426 4.44717 -0.1 -0.2 -0.2 0.41
H -1.18948 1.73487 3.76548 0.0 0.3 0.0 0.37
H 1.02244 2.89894 2.05371 0.1 -0.3 0.4 0.00
H 1.57103 2.08274 3.53439 -0.1 -0.2 -0.3 0.69
H 2.68081 -0.71823 1.27149 0.2 0.0 0.1 0.64
H 3.02598 0.98258 1.52960 -0.3 -0.2 0.1 0.52
H 2.93960 -1.21568 3.68315 -0.1 0.3 -0.1 0.32
H 4.26511 -0.16692 3.20410 -0.2 0.0 -0.1 0.46
H 2.91484 0.51884 4.09828 0.1 -0.2 -0.2 0.38
H -1.16774 -0.47822 3.11961 0.2 0.0 -0.1 0.62
H 0.19835 -1.58327 3.03848 -0.2 0.3 0.0 0.13
H 0.11087 0.75511 5.05949 0.1 -0.3 -0.1 0.34
H -0.47469 -0.87913 5.37376 0.1 0.1 -0.3 0.44
H 1.23358 -0.62820 5.00047 -0.3 0.1 0.1 0.38



[2]
120
Properties=species:S:1:pos:R:3:forces:R:3:mulliken_charge:R:1 method="wB97M-V/def2-TZVPD" de_lowest_ev=0.0000 orbital_gap_ev=8.93 smiles="O=C1OC(=O)C(COO)=C1S.CCOS(C)(=O)=O.CCOS(C)(=O)=O.CCOS(C)(=O)=O.CCOS(C)(=O)=O.CCOS(C)(=O)=O.CCOS(C)(=O)=O.CCOS(C)(=O)=O"
O -2.13755 -0.26930 4.92967 -0.6 -0.2 0.3 -0.49
C -1.87676 -0.76427 3.88849 0.8 0.5 -0.2 0.51
O -1.00207 -1.83071 3.77432 -0.3 -0.2 0.0 -0.36
C -0.72343 -1.97836 2.42852 -0.6 0.0 -0.1 0.14
O -0.37200 -3.01263 1.95695 0.7 0.0 0.0 -0.49
C -1.21647 -0.78128 1.71410 -0.2 0.1 -0.2 0.72
C -0.77856 -0.34132 0.35565 0.5 0.0 0.0 -0.79
O -0.39294 1.02425 0.38109 -0.3 0.1 0.1 -0.20
O 0.62735 1.09731 1.38687 0.3 0.0 0.1 -0.29
C -2.13654 -0.23096 2.50645 -0.1 -0.2 0.3 0.36
S -3.25797 1.03631 2.16118 0.0 0.3 -0.2 -0.18
H 0.09149 -0.93106 0.04878 -0.2 -0.2 -0.2 0.35
H -1.57089 -0.38341 -0.39384 0.0 -0.1 0.0 0.28
H 0.49395 1.98716 1.75625 0.0 0.0 -0.2 0.35
H -4.24561 0.58274 2.94817 0.1 0.0 0.2 0.10
C 4.44506 -3.27088 -2.98171 -0.2 0.1 0.1 -1.23
C 3.70598 -4.56850 -2.73553 0.4 -0.1 -0.3 -0.13
O 2.56380 -4.41337 -1.85560 0.0 0.0 0.1 -0.16
S 1.25959 -3.74192 -2.45461 0.0 -0.2 0.3 1.25
C 0.16769 -4.14356 -1.13622 0.1 0.0 0.0 -0.93
O 0.87728 -4.45412 -3.63726 0.0 0.1 -0.1 -0.70
O 1.43191 -2.32178 -2.50408 -0.1 0.1 -0.1 -0.59
H 3.84059 -2.56572 -3.54996 0.0 0.0 0.0 0.34
H 5.35568 -3.47800 -3.54421 0.0 0.0 0.0 0.39
H 4.71065 -2.79712 -2.03688 0.1 0.0 0.0 0.29
H 3.37973 -5.02483 -3.67138 -0.1 0.0 0.0 0.41
H 4.35178 -5.28220 -2.22682 -0.1 0.0 0.1 0.05
H 0.05737 -5.22305 -1.08752 0.0 0.0 0.0 0.39
H -0.78523 -3.67240 -1.36779 0.0 0.0 0.0 0.37
H 0.56500 -3.74766 -0.20550 0.0 0.0 0.0 0.25
C 7.78278 -9.18958 0.37161 -0.1 0.1 0.0 -0.97
C 6.84789 -10.12290 -0.36642 0.3 -0.2 0.0 -0.36
O 5.46736 -9.68214 -0.33168 0.0 0.0 0.1 -0.27
S 5.06179 -8.47025 -1.26880 -0.2 -0.1 0.1 1.26
C 3.31893 -8.62836 -1.10675 0.0 0.0 0.0 -0.86
O 5.45841 -8.76991 -2.61107 0.1 0.1 -0.1 -0.67
O 5.47393 -7.23715 -0.66999 0.1 0.1 -0.1 -0.60
H 7.85758 -8.22348 -0.12440 0.0 0.0 0.0 0.30
H 8.77745 -9.63422 0.41270 0.0 0.0 0.0 0.38
H 7.42919 -9.01719 1.38792 0.0 0.0 0.0 0.26
H 7.14830 -10.26000 -1.40587 -0.1 0.1 0.0 0.34
H 6.82589 -11.10277 0.10542 -0.1 0.0 0.0 0.27
H 3.00930 -9.57346 -1.54346 0.0 0.0 0.0 0.34
H 2.87935 -7.79177 -1.64714 0.0 0.0 0.0 0.28
H 3.06173 -8.57491 -0.05239 0.0 0.0 0.0 0.32
C 2.47734 7.22993 0.21857 0.1 0.0 0.2 -1.07
C 2.27528 5.81064 -0.26913 -0.2 0.4 -0.2 0.01
O 3.20574 4.88701 0.35292 0.0 0.0 0.0 -0.20
S 2.94887 4.45434 1.84718 0.2 -0.1 -0.2 1.18
C 4.07853 3.11014 1.88967 0.0 -0.1 0.0 -0.98
O 1.60556 3.96280 1.96222 -0.2 -0.1 0.1 -0.64
O 3.38778 5.48034 2.74081 0.0 0.0 0.1 -0.64
H 2.21497 7.33674 1.27011 0.0 0.0 0.0 0.43
H 1.85466 7.91368 -0.35792 -0.1 -0.1 0.0 0.32
H 3.52262 7.52349 0.10985 0.0 0.0 -0.1 0.26
H 1.25220 5.47050 -0.11085 0.1 -0.1 0.1 0.33
H 2.48954 5.73922 -1.33301 0.1 -0.1 0.0 -0.07
H 3.73885 2.34603 1.19557 0.0 0.0 0.0 0.31
H 4.07704 2.73277 2.91016 0.0 0.0 0.0 0.39
H 5.06463 3.47936 1.62190 0.0 0.0 0.0 0.34
C 7.89311 6.23971 -3.60680 -0.1 -0.1 0.0 -1.01
C 6.79779 6.91160 -4.40637 0.2 0.2 0.1 -0.25
O 5.86824 5.97005 -4.99427 0.0 -0.1 0.0 -0.33
S 4.80549 5.29040 -4.03216 -0.1 -0.1 -0.3 1.07
C 3.75866 4.61533 -5.26646 0.0 0.0 -0.1 -0.97
O 4.10611 6.32455 -3.32738 0.0 0.1 0.3 -0.47
O 5.42834 4.23930 -3.29087 0.0 0.0 0.1 -0.63
H 7.49723 5.75140 -2.71812 0.0 0.0 0.0 0.28
H 8.62262 6.98743 -3.29423 0.0 0.0 0.0 0.40
H 8.39637 5.48284 -4.20798 0.0 0.0 0.0 0.27
H 6.23995 7.62969 -3.80348 -0.1 -0.1 0.0 0.23
H 7.21203 7.44482 -5.25942 -0.1 -0.1 -0.1 0.30
H 3.30368 5.43044 -5.82210 0.0 0.0 0.0 0.27
H 2.99644 4.04123 -4.74390 0.0 0.0 0.0 0.38
H 4.35174 3.96865 -5.90767 0.0 0.0 0.0 0.38
C -7.31295 1.01986 6.89290 0.1 0.0 -0.2 -0.99
C -8.44162 0.22770 6.27123 0.0 -0.1 0.3 -0.15
O -8.66307 0.55832 4.87350 0.0 0.1 0.0 -0.30
S -7.63382 0.00074 3.81414 -0.2 0.0 0.0 1.08
C -8.56503 0.36140 2.37000 0.0 0.0 0.0 -0.99
O -7.51334 -1.41800 3.98312 0.1 0.1 0.0 -0.49
O -6.44715 0.80192 3.82687 0.2 0.0 -0.1 -0.57
H -6.34923 0.75470 6.46156 0.0 0.0 0.0 0.28
H -7.27789 0.81555 7.96305 0.0 0.0 0.0 0.40
H -7.46499 2.08813 6.74094 0.0 0.0 0.0 0.27
H -8.27866 -0.84734 6.35630 0.0 0.0 -0.1 0.15
H -9.39046 0.45853 6.74972 0.0 0.0 -0.1 0.29
H -9.47168 -0.23676 2.37823 0.0 0.0 0.0 0.33
H -7.93795 0.09850 1.52061 0.0 0.0 0.0 0.37
H -8.79089 1.42419 2.36043 0.0 0.0 0.0 0.34
C -2.27947 8.12217 -4.62461 0.1 0.0 0.1 -0.98
C -1.04078 8.59707 -5.35322 -0.2 -0.1 -0.2 -0.35
O 0.02709 8.98768 -4.45616 -0.1 0.0 0.0 -0.26
S 0.84325 7.82959 -3.73990 0.2 0.3 0.0 1.28
C 2.15756 8.82032 -3.13330 0.1 0.2 0.1 -0.72
O 1.33252 6.93188 -4.74377 -0.2 -0.2 0.0 -0.63
O 0.08370 7.32726 -2.63570 0.0 -0.2 0.0 -0.63
H -2.09840 7.18927 -4.09371 0.0 0.0 0.0 0.30
H -3.08169 7.95937 -5.34493 0.0 0.0 0.0 0.39
H -2.60305 8.86438 -3.89515 0.0 0.0 0.0 0.26
H -0.66333 7.84237 -6.04447 0.1 0.0 0.1 0.31
H -1.25005 9.49771 -5.92648 0.1 0.1 0.1 0.28
H 2.71450 9.22440 -3.97387 0.0 0.0 0.0 0.35
H 2.79622 8.17670 -2.53373 0.0 -0.1 -0.1 0.08
H 1.73738 9.61642 -2.52334 0.0 0.0 0.0 0.39
C -8.19435 -8.10884 2.41651 -0.1 0.1 0.1 -0.98
C -7.05589 -7.11486 2.50329 0.1 -0.2 -0.1 -0.40
O -7.43057 -5.88205 3.16102 -0.1 0.0 0.0 -0.22
S -7.57601 -5.91452 4.74409 0.0 0.1 -0.1 1.21
C -7.63866 -4.17964 4.99950 0.0 -0.1 0.1 -0.98
O -6.37496 -6.46125 5.30009 0.0 -0.1 0.1 -0.66
O -8.83616 -6.49640 5.09394 0.0 0.0 0.1 -0.62
H -8.48151 -8.47390 3.40084 0.0 0.0 0.0 0.30
H -7.88539 -8.95995 1.80879 0.0 0.0 0.0 0.38
H -9.07143 -7.64830 1.96194 0.0 0.0 0.0 0.26
H -6.18831 -7.53744 3.01171 0.0 0.0 0.1 0.35
H -6.73937 -6.80221 1.51025 0.0 0.1 0.0 0.26
H -6.69066 -3.74119 4.70705 0.0 0.0 0.0 0.37
H -7.81986 -4.03174 6.06236 0.0 0.0 0.0 0.40
H -8.45377 -3.76745 4.41431 0.0 0.0 0.0 0.33